# C4H12

A cluster of 2 separate species, C4H12 in total at a distorted geometry (the ωB97M-V functional and the def2-TZVPD basis, the OMol25 dataset).

Values from the calculation:
- Calculated total energy: -4339.1314 eV

```
! RIJCOSX wB97M-V def2-TZVPD def2/J DEFGRID3
* xyz -1 2
C -1.58755 -0.01902 -1.14318
C -0.39702 -0.73914 -2.05945
H -2.37398 -0.75114 -1.35774
H -1.51551 -0.21876 -0.09696
H -1.61747 1.04796 -1.43868
H 0.48349 -0.36116 -1.51229
H -0.55518 -1.82923 -2.21828
H -0.48222 -0.26578 -3.02374
C 0.87539 -0.22110 1.16469
C 1.07034 0.95670 2.09609
H 1.75051 -0.80125 0.86533
H 0.16680 -1.04291 1.49507
H 0.76500 0.32471 0.10324
H 2.05172 1.28109 2.20130
H 0.65722 0.73272 3.05823
H 0.70846 1.90630 1.86638
*
```

=====

# C16H33CeN2O2PSi

A structure of composition C16H33CeN2O2PSi at a distorted geometry (the ωB97M-V functional and the def2-TZVPD basis, the OMol25 dataset).

Values from the calculation:
- Calculated total energy: -54290.5465 eV

```
! RIJCOSX wB97M-V def2-TZVPD def2/J DEFGRID3
* xyz 0 1
Ce -0.16578 0.56092 0.82831
Si 1.73159 0.74322 -1.49771
P 0.06626 0.68763 -3.02043
N -0.69200 -1.14633 -0.15952
H 1.63458 0.40294 1.37023
C -1.73041 0.62942 -2.83268
H -2.15417 0.62075 -3.85400
H -2.11901 1.48715 -2.25618
H -2.03216 -0.28193 -2.30224
C 0.36454 2.11496 -4.09475
H -0.26742 1.99978 -4.98412
H 1.41454 2.16615 -4.40399
H 0.09789 3.04846 -3.58299
C 0.46028 -0.75415 -4.05119
H -0.10957 -0.66477 -4.98752
H 0.18269 -1.68522 -3.54312
H 1.53165 -0.78505 -4.28199
C 2.53084 2.43548 -1.25532
H 2.45494 2.71487 -0.19053
H 2.05739 3.19715 -1.89104
H 3.59686 2.33112 -1.52488
H 1.63728 0.06545 -0.05826
H 2.80543 -0.21298 -1.96039
C -0.68648 -2.44377 -0.52082
C -1.69051 -4.67904 -0.59552
C -1.80051 -3.31987 -0.33090
C 0.48824 -3.02311 -1.09200
C 0.56755 -4.37903 -1.36073
C -0.51063 -5.23648 -1.11126
H -2.53364 -5.35210 -0.40238
H -2.73219 -2.89242 0.04291
H 1.33513 -2.35363 -1.28054
H 1.49162 -4.79709 -1.77468
H -0.43087 -6.30605 -1.32305
C -2.35357 3.22697 0.30049
O -2.77188 2.20213 -0.32802
C -2.58798 3.38496 1.79929
H -1.78529 3.99775 2.21934
H -2.59697 2.38484 2.26433
H -3.55609 3.87617 2.04099
C -1.26973 4.09559 -0.28551
H -1.52157 4.60907 -1.23381
H -0.37380 3.41821 -0.53055
H -0.92753 4.84334 0.45225
C 2.26009 -0.28918 4.32591
N 0.96732 -0.89166 4.68694
C 0.81875 -1.58200 5.96134
C -0.09564 -0.85078 3.91311
O -0.12335 -0.29396 2.77581
H 2.88415 -0.39792 5.21309
H 2.17467 0.77598 4.07743
H 2.74314 -0.81438 3.49099
H 0.01790 -1.10218 6.54766
H 0.53142 -2.62838 5.77246
H 1.77226 -1.52445 6.48161
H -1.00023 -1.33260 4.33812
*
```

=====

# C6H13N2O4

The ion C6H13N2O4 with charge +1 at a distorted geometry (the ωB97M-V functional and the def2-TZVPD basis, the OMol25 dataset).

Values from the calculation:
- Calculated total energy: -17592.4069 eV

```
! RIJCOSX wB97M-V def2-TZVPD def2/J DEFGRID3
* xyz 1 1
C 1.39093 -1.90674 1.63656
C 0.30752 -0.54468 -1.97035
C -1.03435 0.48550 0.36864
C -1.21282 1.11727 -1.10381
C 0.32323 -0.15852 0.52897
C -0.62709 2.48267 -1.31450
N 1.17984 -3.13781 2.11981
N 0.43910 -1.42887 0.87686
O -0.88320 0.06807 -1.94841
O -2.02809 -0.46249 0.57256
O 1.34817 0.68658 0.83222
O 0.70892 2.67757 -0.79457
H 2.26351 -1.47651 1.99223
H 1.29095 -0.02469 -2.18393
H 0.32232 -1.62390 -2.21961
H -1.14556 1.36784 1.07399
H -2.20052 1.34157 -1.29469
H -1.36955 3.08680 -0.74413
H -0.78847 2.82417 -2.27273
H 1.81935 -3.61597 2.64129
H 0.25430 -3.63463 2.09921
H -0.36359 -2.06662 0.75953
H -2.65179 -0.17831 1.29868
H 1.20007 1.53392 0.46393
H 1.45681 2.58779 -1.41775
*
```

=====

# C4H7NO

A structure of composition C4H7NO at a distorted geometry (the ωB97M-V functional and the def2-TZVPD basis, the OMol25 dataset).

Values from the calculation:
- Calculated total energy: -7796.2368 eV

```
! RIJCOSX wB97M-V def2-TZVPD def2/J DEFGRID3
* xyz 0 1
C 0.35436 -0.29907 1.34441
C -0.76933 -0.23317 0.28593
C -0.37256 0.97724 -0.57662
N 0.73899 0.15135 -1.10292
C -0.02101 -1.05334 -0.74363
O 0.07143 -2.18432 -1.10895
H 0.24172 0.50815 2.07814
H 0.24594 -1.25619 1.90907
H 1.27627 -0.00512 0.33600
H -1.83126 -0.41614 0.50434
H -0.09471 1.87841 -0.02099
H -1.06251 1.19957 -1.38686
H 1.24721 0.33646 -1.95308
*
```

=====

# C12H29NO8P2RuSe2Te

A structure of composition C12H29NO8P2RuSe2Te (the ωB97M-V functional and the def2-TZVPD basis, the OMol25 dataset).

Values from the calculation:
- Calculated total energy: -189933.2007 eV

```
! RIJCOSX wB97M-V def2-TZVPD def2/J DEFGRID3
* xyz -1 2
Ru -0.44945 0.79001 0.76468
O 3.55670 4.24291 0.27753
C 2.78423 3.57409 -0.71891
C 3.05253 2.06925 -0.77736
C 4.48820 1.88707 -1.29884
O 4.94652 0.53694 -1.31597
C 3.00652 1.42497 0.61245
Se 1.51892 1.92191 1.77936
C 2.08585 1.37460 -1.74436
Se 0.15813 1.64972 -1.49840
H 3.11927 4.07959 1.12266
H 3.05491 4.02753 -1.67712
H 1.71585 3.73956 -0.56553
H 5.16038 2.51135 -0.69976
H 4.53886 2.22673 -2.33568
H 4.93063 0.21290 -0.40953
H 3.90749 1.67162 1.17824
H 2.93931 0.34440 0.50577
H 2.28954 0.30461 -1.73389
H 2.28241 1.73410 -2.75839
C -1.74981 -1.63460 -1.34472
P -2.19342 -0.23240 -0.27637
C -3.21541 0.81200 -1.36554
C -3.46983 -0.96413 0.80851
H -2.62906 -2.05259 -1.84011
H -1.26495 -2.39930 -0.73748
H -1.03260 -1.27522 -2.08303
H -4.04248 0.24346 -1.79634
H -2.59050 1.21417 -2.16300
H -3.60521 1.64434 -0.77788
H -4.27281 -1.41529 0.22040
H -3.89026 -0.19608 1.45970
H -3.00081 -1.72340 1.43221
C 3.92090 -4.14446 0.94975
C 2.99984 -3.05106 0.46377
O 1.75346 -3.14966 1.17391
P 1.05858 -1.78776 1.65952
O 0.78962 -0.93697 0.45104
Te 2.38460 -0.78050 3.35993
O -0.33100 -2.36003 2.19100
C -0.52038 -2.89639 3.50940
C -1.98014 -2.76809 3.87092
H 4.85862 -4.11990 0.39184
H 3.45973 -5.12333 0.81335
H 4.13763 -4.00319 2.00881
H 2.78024 -3.13859 -0.60120
H 3.44777 -2.06889 0.63752
H 0.10304 -2.33914 4.21028
H -0.19316 -3.93960 3.50280
H -2.27070 -1.71760 3.87595
H -2.14170 -3.18202 4.86836
H -2.61087 -3.31456 3.16830
O -2.77589 2.11551 3.44141
N -2.00695 1.68410 2.61187
O -1.38608 0.58639 2.75033
O -1.77095 2.29112 1.51610
*
```

=====

# C47H46CoFN10O6

A structure of composition C47H46CoFN10O6 (the ωB97M-V functional and the def2-TZVPD basis, the OMol25 dataset).

Values from the calculation:
- Calculated total energy: -117022.0305 eV

```
! RIJCOSX wB97M-V def2-TZVPD def2/J DEFGRID3
* xyz -1 2
Co 0.37632 -0.70422 0.22673
O 0.08490 -1.57010 1.91009
C -0.89167 -2.37178 2.17651
C -0.88704 -3.05066 3.42534
C -1.90665 -3.88764 3.80828
C -3.00882 -4.10850 2.97368
C -3.04235 -3.46164 1.75832
C -2.01756 -2.60451 1.33136
C -2.18433 -1.95344 0.05108
N -1.30238 -1.19963 -0.48788
N -1.61370 -0.60940 -1.70631
C -0.56865 0.07564 -2.10902
O 0.55037 0.14342 -1.49849
C -0.71986 0.87342 -3.36345
C 0.36891 1.59769 -3.83737
C 0.24046 2.40163 -4.96050
C -0.97926 2.49160 -5.61820
C -2.06918 1.76832 -5.14889
C -1.94044 0.96177 -4.02792
H -0.03484 -2.87167 4.07005
H -1.85521 -4.37996 4.77336
H -3.81433 -4.76411 3.27657
H -3.88917 -3.60818 1.09486
H -3.11446 -2.10919 -0.49415
H 1.29955 1.53388 -3.29036
H 1.09168 2.96837 -5.31821
H -1.08185 3.12466 -6.49135
H -3.02377 1.83742 -5.65680
H -2.77935 0.39804 -3.64324
C 7.25511 -2.64399 2.09799
C 6.94498 -3.17187 0.70265
C 7.29271 -4.64993 0.60897
C 6.98202 -5.19277 -0.77381
C 5.53751 -4.94117 -1.10519
C 4.84576 -5.76790 -1.96292
C 3.51314 -5.50929 -2.25565
F 2.87803 -6.34807 -3.10669
C 2.84430 -4.45190 -1.71020
C 3.52811 -3.60123 -0.83453
C 2.77843 -2.45940 -0.25276
O 1.56506 -2.39559 -0.45417
C 3.58473 -1.53072 0.49991
C 4.87685 -1.86046 0.75382
N 5.52555 -2.97652 0.34403
C 4.87078 -3.84340 -0.52743
C 3.15380 -0.17347 1.06529
O 4.03403 0.48895 1.62473
O 1.95470 0.19308 0.90788
H 8.24637 -2.99085 2.39217
H 6.52829 -3.02232 2.81844
H 7.25649 -1.55792 2.15316
H 7.55412 -2.62782 -0.03053
H 6.71694 -5.19568 1.36315
H 8.34972 -4.77202 0.84998
H 7.19482 -6.26141 -0.83229
H 7.62501 -4.70051 -1.51133
H 5.33187 -6.62367 -2.41520
H 1.80390 -4.25154 -1.92510
H 5.43412 -1.15031 1.34620
C -0.05169 1.58503 2.87689
N -1.27614 1.41727 2.08135
C -1.79456 2.74119 1.75694
N -2.10105 3.53662 2.96127
C -0.86078 3.64609 3.74023
N -0.31237 2.34522 4.11325
C -1.32937 1.62721 4.88090
N -2.58232 1.45722 4.13723
C -2.26538 0.72061 2.90210
C -3.06774 2.78238 3.76452
H 0.69538 2.10663 2.27966
H 0.34465 0.60094 3.12095
H -2.70729 2.63350 1.16364
H -1.05070 3.27506 1.16607
H -1.06751 4.21857 4.64961
H -0.12073 4.18719 3.14464
H -1.53815 2.18148 5.80129
H -0.94215 0.64045 5.14218
H -3.18307 0.58596 2.32313
H -1.87808 -0.25901 3.17487
H -3.28865 3.34923 4.67461
H -3.99119 2.67126 3.18954
C -0.65635 7.43194 3.98595
C -0.82411 7.63946 2.50575
C -1.70701 6.86529 1.76354
C -1.86717 7.05671 0.39930
C -1.11071 8.01464 -0.26271
N -1.21121 8.24287 -1.66096
C -1.75130 7.39168 -2.60874
O -2.37671 7.82223 -3.56058
N -1.57326 6.04039 -2.41406
C -0.49429 5.32870 -1.84511
C 0.74004 5.87129 -1.51313
C 1.71009 5.02947 -0.99019
C 1.42786 3.68382 -0.81651
N 0.24304 3.16605 -1.12502
C -0.68529 3.96590 -1.61775
C -0.21868 8.79315 0.46750
C -0.09067 8.61348 1.83394
H -1.30244 6.63039 4.34162
H -0.90338 8.33827 4.54287
H 0.37318 7.16477 4.23214
H -2.27325 6.08135 2.24977
H -2.56537 6.44023 -0.14851
H -1.30395 9.20455 -1.94916
H -2.14892 5.50006 -3.04313
H 0.95458 6.91587 -1.67281
H 2.68278 5.42082 -0.72267
H 2.15419 2.99227 -0.40175
H -1.63941 3.50663 -1.87116
H 0.38450 9.53252 -0.04686
H 0.61079 9.22987 2.38519
*
```

=====

# C4H8O2

A structure of composition C4H8O2 (the ωB97M-V functional and the def2-TZVPD basis, the OMol25 dataset).

Values from the calculation:
- Calculated total energy: -8370.8018 eV

```
! RIJCOSX wB97M-V def2-TZVPD def2/J DEFGRID3
* xyz 0 1
O 2.04382 1.13836 0.28317
C 1.34792 -0.09783 0.20799
C -0.15330 0.12875 0.30903
C -1.06279 0.67264 -0.78755
O -2.17130 0.00479 -0.12762
C -1.21275 -0.97082 0.35339
H 2.97173 0.96588 0.06917
H 1.69253 -0.77765 1.00648
H 1.56899 -0.59897 -0.74414
H -0.46879 0.73997 1.15995
H -1.12237 1.76155 -0.87629
H -0.91819 0.20613 -1.77572
H -1.40986 -1.41709 1.33475
H -1.10563 -1.75571 -0.41262
*
```

=====

# C2H5Cl2NO2S

A structure of composition C2H5Cl2NO2S at a distorted geometry (the ωB97M-V functional and the def2-TZVPD basis, the OMol25 dataset).

Values from the calculation:
- Calculated total energy: -43617.8516 eV

```
! RIJCOSX wB97M-V def2-TZVPD def2/J DEFGRID3
* xyz 0 1
C 0.44987 0.94956 1.25412
C -0.71509 0.52015 0.46012
N 0.62320 -0.68164 -1.72902
O -1.67965 -1.51710 -0.96108
O 0.32495 -2.02005 0.28381
S -0.40285 -1.06082 -0.51196
Cl -0.76839 2.03654 -1.23826
Cl -2.22819 0.57924 1.15530
H 0.07426 1.60417 1.96187
H 1.26944 1.16154 0.65474
H 0.67497 -0.05037 1.93713
H 1.11136 -1.55346 -1.84431
H 1.26613 0.03223 -1.42247
*
```

=====

# C8H5BrFN

A cluster of 2 separate species, C8H5BrFN in total at a distorted geometry (the ωB97M-V functional and the def2-TZVPD basis, the OMol25 dataset).

Values from the calculation:
- Calculated total energy: -82622.6276 eV

```
! RIJCOSX wB97M-V def2-TZVPD def2/J DEFGRID3
* xyz 0 1
C 1.99005 1.34797 1.78794
C -1.38782 -0.39257 -1.98286
C 0.02399 -0.55929 -1.98841
C -2.06677 -0.16429 -0.78205
C 0.80536 -0.25526 -0.89796
C -1.31995 0.07112 0.37447
C 0.03747 -0.06409 0.23921
C 1.47884 0.08759 2.16453
N 2.45594 2.34065 1.40241
F 2.37728 -0.92996 2.18998
Br 0.20498 0.08378 3.66626
H -1.98681 -0.61918 -2.79156
H 0.46881 -0.75269 -3.01013
H -3.09809 -0.09862 -0.62161
H 1.82629 -0.35133 -1.00220
H -1.80957 0.25617 1.25197
*
```

=====

# C4H13NOS

A cluster of 2 separate species, C4H13NOS in total at a distorted geometry (the ωB97M-V functional and the def2-TZVPD basis, the OMol25 dataset).

Values from the calculation:
- SMILES string: CNCCCS.O
- Calculated total energy: -18729.9409 eV

```
! RIJCOSX wB97M-V def2-TZVPD def2/J DEFGRID3
* xyz 0 1
C -0.45958 1.80631 0.15085
C -1.00136 2.73089 -1.03868
S -0.39494 2.15770 -2.73626
C -0.98778 0.40767 0.02718
N -0.45371 -0.49383 0.91256
C -1.00040 -0.51022 2.20372
H 0.54338 1.63897 0.07425
H -0.43386 2.21212 1.20289
H -0.82338 3.81991 -1.05298
H -2.05420 2.63904 -1.18945
H 0.04314 1.02542 -2.34928
H -2.07470 0.54106 0.14235
H -0.81953 0.15788 -1.03584
H 0.50932 -0.55331 0.80980
H -0.31328 -0.01576 2.90870
H -1.20583 -1.47999 2.53688
H -1.88966 0.09476 2.15668
H 4.35355 -4.67002 -0.97982
H 3.98530 -5.87526 -1.75401
O 4.47752 -5.63333 -0.98954
*
```

=====

# CH6N2O

A cluster of 2 separate species, CH6N2O in total at a distorted geometry (the ωB97M-V functional and the def2-TZVPD basis, the OMol25 dataset).

Values from the calculation:
- SMILES string: [H]/N=C/N.O
- Calculated total energy: -6160.1141 eV

```
! RIJCOSX wB97M-V def2-TZVPD def2/J DEFGRID3
* xyz 0 1
O 2.43495 -3.97278 0.35826
H 1.97006 -3.60928 1.22852
N -1.54453 2.37338 -0.91188
C -1.20352 1.47007 -0.04216
N -0.11199 1.10326 0.40673
H -0.70419 2.86941 -1.34900
H -2.42201 2.09633 -1.28166
H -2.11073 0.91417 0.28596
H -0.11706 1.20210 1.46210
H 2.72106 -4.84730 0.57701
*
```

=====

# C2H4IOP3

The molecule C2H4IOP3 at a distorted geometry (the ωB97M-V functional and the def2-TZVPD basis, the OMol25 dataset).

Values from the calculation:
- SMILES string: CC1=P#P(O)P1I
- Calculated total energy: -40152.7302 eV

```
! RIJCOSX wB97M-V def2-TZVPD def2/J DEFGRID3
* xyz 0 1
C -0.36506 -0.09613 0.61177
C -1.42195 -1.11224 0.75466
O 1.36407 1.70838 -1.42990
P -0.53223 1.60143 0.89204
P 1.39854 -0.55509 0.36915
P 1.74675 1.70077 0.13976
I 1.55708 -1.51391 -1.95661
H -1.23673 -1.87755 1.51269
H -1.73325 -1.67367 -0.16875
H -2.45405 -0.73406 1.11339
H 1.67682 2.55205 -1.83819
*
```

=====

- Among the records above, which one has the lowest calculated total energy?
  C12H29NO8P2RuSe2Te

=====

- The highest calculated total energy belongs to which entry?
  C4H12